# 1
Computed, not measured: the molecule C5H9OP in a non-equilibrium geometry, with ωB97M-V/def2-TZVPD.

Each line ends with the Mulliken charge.
Geometry (Å):
C 0.136 -0.544 2.335  -0.87
C 0.030 0.054 1.142  0.25
C -1.073 0.682 0.453  -0.54
C -0.907 0.521 -1.045  -0.57
C 0.473 0.557 -1.479  -0.47
P 1.678 -0.034 -0.222  0.06
O 1.709 -1.644 -0.611  -0.50
H 0.927 -1.174 2.555  0.28
H -0.693 -0.576 3.013  0.29
H -2.116 0.443 0.757  0.34
H -1.136 1.784 0.795  0.21
H -1.342 -0.465 -1.240  0.26
H -1.550 1.306 -1.538  0.29
H 0.559 -0.288 -2.228  0.23
H 0.773 1.515 -2.007  0.40
H 2.534 -2.138 -0.680  0.33

* energy relative to the best compared isomer or geometry (same formula, charge and spin): 27.2 kcal per mole
* maximum force: 3.81 eV/Å
* net charge: 0
* HOMO-LUMO gap: 9.52 eV
* lowest unoccupied orbital energy: 0.844 eV
* molecular weight: 116.1 g mol⁻¹
* HOMO: -8.68 eV
* total energy: -16665.71017 eV
* SMILES: C=C1CCCP1O

# 2
Computed, not measured: C5H10O as an isolated structure, with ωB97M-V/def2-TZVPD.

Each line ends with the Mulliken charge.
Geometry (Å):
C -0.616 -1.047 -1.669  -1.11
C 0.535 -0.310 -0.989  -0.32
C 0.193 0.195 0.370  0.43
O -1.097 1.419 0.157  -0.63
C -0.261 -0.262 1.620  -0.75
C 1.002 0.575 1.554  -0.60
H -0.311 -1.433 -2.647  0.35
H -1.466 -0.374 -1.812  0.28
H -0.950 -1.891 -1.057  0.29
H 0.898 0.510 -1.620  0.24
H 1.388 -0.987 -0.841  0.30
H -0.732 2.304 0.331  0.37
H -1.243 0.879 1.128  0.53
H -0.336 -1.295 1.940  0.22
H 0.996 1.596 1.945  0.14
H 1.999 0.122 1.588  0.25

* energy relative to the best compared isomer or geometry (same formula, charge and spin): 103.1 kcal per mole
* maximum force: 0.31 eV/Å
* net charge: 0
* HOMO-LUMO gap: 8.91 eV
* lowest unoccupied orbital energy: 0.867 eV
* molecular weight: 86.1 g mol⁻¹
* HOMO: -8.05 eV
* total energy: -7390.29455 eV

- What is the HOMO-LUMO gap in the second record?
  8.91 eV